Record 1
Here is a molecular structure, C22H35NO2P2S2Tc in a non-equilibrium geometry from the OMol25 dataset. Energies are from the ωB97M-V functional and the def2-TZVPD basis.

Computed properties:
strongest force on any atom	0.1598	Eh/bohr
Kohn-Sham gap (spin up / spin down)	0.201 / 0.167	Ha
2S+1	4
⟨S²⟩	4.08
charge	+2
HOMO (spin up / spin down)	-12.48 / -14.10	eV

```
65
Properties=species:S:1:pos:R:3:nbo_charge:R:1
P -2.05124 -0.54547 0.09964 0.96
P 1.68317 0.74578 0.90779 1.58
C 0.49610 -1.96449 0.38284 -0.56
C 1.60383 -1.15238 0.95429 -0.74
H 1.01862 -2.75971 -0.23711 0.26
H -0.02047 -2.55890 1.16841 0.25
H 1.68119 -1.50710 2.00350 0.30
H 2.54519 -1.49425 0.44716 0.27
C 2.79491 1.09051 -0.49725 -0.96
H 3.49351 1.87446 -0.18094 0.29
H 2.25824 1.39108 -1.40250 0.27
H 3.37689 0.18530 -0.73464 0.27
C 2.88868 0.66221 2.23795 -0.96
H 3.75811 0.16789 1.78821 0.25
H 2.45349 0.05310 3.03748 0.27
H 3.12804 1.67312 2.55797 0.28
C -3.23331 -0.48898 -1.26259 -0.97
H -4.07806 0.08972 -0.88369 0.26
H -3.57127 -1.46511 -1.61066 0.26
H -2.79888 0.04121 -2.11742 0.24
C -2.53093 -2.00688 1.09614 -0.94
H -1.84941 -2.02959 1.95932 0.25
H -2.43098 -2.96455 0.57039 0.24
H -3.56682 -1.85083 1.42612 0.25
Tc 0.18101 -1.50078 -1.56224 0.63
C 1.75782 -2.73215 -1.88588 -0.26
C 1.79673 -1.59336 -2.73754 -0.29
C 1.28683 -1.65445 -4.13865 -0.44
C -0.08523 -2.34891 -4.28098 -0.44
C -1.01289 -2.02757 -3.13854 -0.25
C -1.15133 -2.87515 -1.97918 -0.22
C -0.36656 -4.13854 -1.78327 -0.44
C 1.13315 -4.09125 -2.17421 -0.45
C -2.66465 0.79390 1.17896 -0.94
H 2.66049 -2.81838 -1.26370 0.24
H 2.53002 -0.83013 -2.45398 0.22
H 2.10310 -2.16437 -4.64480 0.26
H 1.32310 -0.64821 -4.57310 0.23
H -0.49433 -1.94973 -5.21359 0.26
H 0.09153 -3.42387 -4.41468 0.23
H -1.80917 -1.34501 -3.41935 0.24
H -2.10891 -2.87701 -1.47612 0.24
H -0.85200 -4.90412 -2.39579 0.26
H -0.46041 -4.46484 -0.72828 0.23
H 1.66735 -4.81630 -1.53595 0.25
H 1.28601 -4.49085 -3.18803 0.25
H -2.11877 0.87132 2.11530 0.28
H -3.70263 0.48014 1.42125 0.26
H -2.63544 1.74773 0.66790 0.24
O 1.53071 2.19972 4.17587 -0.87
S 0.33061 2.22456 3.38084 2.29
O -0.71228 1.26646 3.64878 -0.89
N 0.75987 2.15224 1.69010 -0.88
C 0.02066 3.04927 0.93952 -0.12
S -0.24308 2.65277 -0.66478 0.25
C -0.39056 4.15910 1.76001 -0.05
C -0.82201 5.44668 1.39750 -0.16
C -0.96410 6.40907 2.40014 -0.16
C -0.79235 6.08361 3.76243 -0.16
C -0.46583 4.76976 4.12362 -0.12
C -0.25412 3.84979 3.11905 -0.37
H -0.98234 5.63188 0.33407 0.25
H -1.18292 7.44308 2.12840 0.25
H -0.89197 6.83991 4.54740 0.25
H -0.34371 4.43785 5.15108 0.25
```



Record 2
Here is a single C21H14ClF3N4O3 molecule in a non-equilibrium geometry from the OMol25 dataset. Energies are from the ωB97M-V functional and the def2-TZVPD basis.

Computed properties:
strongest force on any atom	0.0257	Eh/bohr
Kohn-Sham gap	0.351	Ha
SMILES string	Cc1onc(-c2ccccc2Cl)c1C(=O)NCc1nc(-c2ccc(C(F)(F)F)cc2)no1
HOMO	-9.56	eV

```
46
Properties=species:S:1:pos:R:3:nbo_charge:R:1
C -5.08498 -3.20637 1.07944 -0.68
C -4.63895 -1.79998 1.16467 0.41
O -5.26911 -0.95414 1.98526 -0.26
N -4.69797 0.27001 1.90857 -0.13
C -3.71970 0.19967 1.04307 0.21
C -2.88437 1.37072 0.76848 -0.08
C -3.49075 2.58344 0.44934 -0.19
C -2.72977 3.70869 0.19522 -0.21
C -1.34840 3.64173 0.27396 -0.18
C -0.72768 2.45328 0.61569 -0.23
C -1.49172 1.32334 0.85706 -0.04
Cl -0.69109 -0.15626 1.30003 0.02
C -3.63591 -1.12324 0.50595 -0.32
C -2.73571 -1.68501 -0.51624 0.69
O -2.44062 -2.86037 -0.56961 -0.62
N -2.32406 -0.77919 -1.44766 -0.61
C -1.28493 -1.10643 -2.39668 -0.29
C -0.01666 -0.44065 -1.99146 0.53
N 1.06253 -0.98196 -1.53037 -0.48
C 1.85478 0.09470 -1.23703 0.28
C 3.17720 -0.03052 -0.65662 -0.01
C 3.67128 -1.29571 -0.34823 -0.20
C 4.92588 -1.42755 0.21461 -0.17
C 5.68269 -0.29134 0.47179 -0.14
C 7.06238 -0.42351 1.05351 0.97
F 7.23263 -1.55485 1.75178 -0.32
F 8.01207 -0.42718 0.09588 -0.33
F 7.37472 0.58691 1.88043 -0.32
C 5.19678 0.97487 0.16358 -0.18
C 3.94296 1.10517 -0.39847 -0.18
N 1.27383 1.23322 -1.51979 -0.15
O 0.05604 0.90028 -2.01419 -0.28
H -5.13264 -3.63997 2.07642 0.24
H -6.08060 -3.26066 0.64080 0.24
H -4.38070 -3.76349 0.46830 0.27
H -4.56801 2.62196 0.40623 0.23
H -3.21475 4.63857 -0.05838 0.22
H -0.74805 4.51621 0.07789 0.22
H 0.34667 2.39696 0.69084 0.24
H -2.53460 0.19906 -1.31502 0.41
H -1.14596 -2.18990 -2.36974 0.28
H -1.57482 -0.77885 -3.40007 0.22
H 3.06060 -2.16041 -0.55372 0.24
H 5.31689 -2.40299 0.45968 0.23
H 5.79930 1.84607 0.37027 0.23
H 3.54328 2.07563 -0.64550 0.23
```



Record 3
Here is a single C3H6N2O molecule in a non-equilibrium geometry from the OMol25 dataset. Energies are from the ωB97M-V functional and the def2-TZVPD basis.

Computed properties:
strongest force on any atom	0.0204	Eh/bohr
Kohn-Sham gap	0.349	Ha
HOMO	-8.53	eV

```
12
Properties=species:S:1:pos:R:3:nbo_charge:R:1
C -1.71673 0.88574 0.77167 -0.40
C 0.15490 -0.00989 0.00935 0.16
N -0.86805 0.68228 -0.43810 -0.61
N 1.10220 -0.51641 -0.79101 -0.66
C 2.06982 -1.22266 -0.06901 0.55
O 3.02019 -1.77545 -0.55451 -0.56
H -2.37076 1.74598 0.69240 0.19
H -1.03874 1.01818 1.62786 0.23
H -2.27087 -0.03599 0.98183 0.20
H -1.08367 0.87880 -1.43191 0.38
H 1.19383 -0.46448 -1.80314 0.38
H 1.80788 -1.18612 1.00458 0.14
```



Record 4
Here is a gas-phase ion, C6H14N2 (charge -1) in a non-equilibrium geometry from the OMol25 dataset. Energies are from the ωB97M-V functional and the def2-TZVPD basis.

Computed properties:
strongest force on any atom	0.0448	Eh/bohr
Kohn-Sham gap (spin up / spin down)	0.088 / 0.294	Ha
2S+1	2
⟨S²⟩	0.75
charge	-1
HOMO (spin up / spin down)	1.39 / -4.33	eV

```
22
Properties=species:S:1:pos:R:3:nbo_charge:R:1
C -1.16540 1.85565 1.62893 -0.23
C -0.40004 0.65091 2.30914 -0.47
C 0.52075 -0.09300 1.36801 -0.39
C 0.15445 -1.07240 0.52731 -0.01
N 0.99404 -1.55499 -0.49338 -0.66
C 0.29235 -1.90286 -1.72839 -0.35
C 0.30627 -0.72636 -2.71856 -1.12
N -0.43588 2.40330 0.47238 -0.87
H -2.09462 1.40285 1.25889 0.17
H -1.47208 2.62174 2.32129 0.17
H -1.02164 -0.09944 2.74596 0.20
H 0.08586 1.22540 3.08289 0.19
H 1.55141 0.22151 1.15826 0.19
H -0.75277 -1.63055 0.52934 0.18
H 1.90750 -1.18397 -0.69532 0.36
H 0.87256 -2.86673 -1.96781 0.18
H -0.76110 -2.28064 -1.60848 0.18
H 0.07939 0.24641 -2.25710 0.21
H -0.13380 -1.10115 -3.64805 0.20
H 1.37142 -0.47643 -2.92516 0.16
H 0.45701 2.77659 0.75008 0.34
H -0.35569 1.58419 -0.11022 0.36
```



Record 5
Here is 2 unconnected molecules or ions with the total composition C5H6N2O in a non-equilibrium geometry from the OMol25 dataset. Energies are from the ωB97M-V functional and the def2-TZVPD basis.

Computed properties:
strongest force on any atom	0.0890	Eh/bohr
Kohn-Sham gap	0.340	Ha
SMILES string	N#C/C=C/N.C=C=O
HOMO	-8.67	eV

```
14
Properties=species:S:1:pos:R:3:nbo_charge:R:1
N 2.08183 -2.52835 -0.54964 -0.36
C 1.75890 -1.43669 -0.33478 0.28
C 1.51573 -0.09418 0.21942 -0.48
C 0.77870 0.84626 -0.42976 0.11
N 0.80384 2.11675 -0.01690 -0.78
H 1.86545 0.10912 1.16026 0.23
H 0.02525 0.72598 -1.23136 0.22
H 1.47296 2.30296 0.81845 0.38
H 0.08772 2.88057 -0.10816 0.42
C -1.46249 -2.09415 0.23882 -0.76
C -1.75770 -0.87696 -0.19267 0.73
O -2.18660 0.16241 -0.49754 -0.49
H -0.73375 -2.67487 -0.23259 0.27
H -1.73182 -2.27285 1.20180 0.25
```



Which value of strongest force on any atom does entry 5 give? 0.0890 Eh/bohr



Number 4 is which compound? C6H14N2



What did the second record say?
Here is a single C21H14ClF3N4O3 molecule in a non-equilibrium geometry from the OMol25 dataset. Energies are from the ωB97M-V functional and the def2-TZVPD basis.

Computed properties:
strongest force on any atom	0.0257	Eh/bohr
Kohn-Sham gap	0.351	Ha
SMILES string	Cc1onc(-c2ccccc2Cl)c1C(=O)NCc1nc(-c2ccc(C(F)(F)F)cc2)no1
HOMO	-9.56	eV

```
46
Properties=species:S:1:pos:R:3:nbo_charge:R:1
C -5.08498 -3.20637 1.07944 -0.68
C -4.63895 -1.79998 1.16467 0.41
O -5.26911 -0.95414 1.98526 -0.26
N -4.69797 0.27001 1.90857 -0.13
C -3.71970 0.19967 1.04307 0.21
C -2.88437 1.37072 0.76848 -0.08
C -3.49075 2.58344 0.44934 -0.19
C -2.72977 3.70869 0.19522 -0.21
C -1.34840 3.64173 0.27396 -0.18
C -0.72768 2.45328 0.61569 -0.23
C -1.49172 1.32334 0.85706 -0.04
Cl -0.69109 -0.15626 1.30003 0.02
C -3.63591 -1.12324 0.50595 -0.32
C -2.73571 -1.68501 -0.51624 0.69
O -2.44062 -2.86037 -0.56961 -0.62
N -2.32406 -0.77919 -1.44766 -0.61
C -1.28493 -1.10643 -2.39668 -0.29
C -0.01666 -0.44065 -1.99146 0.53
N 1.06253 -0.98196 -1.53037 -0.48
C 1.85478 0.09470 -1.23703 0.28
C 3.17720 -0.03052 -0.65662 -0.01
C 3.67128 -1.29571 -0.34823 -0.20
C 4.92588 -1.42755 0.21461 -0.17
C 5.68269 -0.29134 0.47179 -0.14
C 7.06238 -0.42351 1.05351 0.97
F 7.23263 -1.55485 1.75178 -0.32
F 8.01207 -0.42718 0.09588 -0.33
F 7.37472 0.58691 1.88043 -0.32
C 5.19678 0.97487 0.16358 -0.18
C 3.94296 1.10517 -0.39847 -0.18
N 1.27383 1.23322 -1.51979 -0.15
O 0.05604 0.90028 -2.01419 -0.28
H -5.13264 -3.63997 2.07642 0.24
H -6.08060 -3.26066 0.64080 0.24
H -4.38070 -3.76349 0.46830 0.27
H -4.56801 2.62196 0.40623 0.23
H -3.21475 4.63857 -0.05838 0.22
H -0.74805 4.51621 0.07789 0.22
H 0.34667 2.39696 0.69084 0.24
H -2.53460 0.19906 -1.31502 0.41
H -1.14596 -2.18990 -2.36974 0.28
H -1.57482 -0.77885 -3.40007 0.22
H 3.06060 -2.16041 -0.55372 0.24
H 5.31689 -2.40299 0.45968 0.23
H 5.79930 1.84607 0.37027 0.23
H 3.54328 2.07563 -0.64550 0.23
```